Record 1
ORCA calculation (the ωB97M-V functional and the def2-TZVPD basis) on C17H39O2P3Y as an isolated structure.

XYZ file:
```
62
C17H39O2P3Y, DFT the ωB97M-V functional and the def2-TZVPD basis
Y -0.0762 -0.4452 0.4651
P 0.4664 -2.8121 -0.4197
P 2.4198 -0.1042 1.7359
P -2.8772 0.1490 0.4179
H 1.8052 3.9885 0.6376
C 0.8637 4.4595 0.8434
C 0.1945 4.3134 1.9981
H 0.6758 3.7859 2.8656
C 1.4589 -2.7430 -1.9549
C 1.4319 -4.0226 0.5847
C -0.9529 -3.8702 -0.8999
C 2.7732 1.5647 2.3952
C 2.7622 -1.1427 3.2023
C 3.9034 -0.4373 0.7153
C -3.2884 1.8241 1.0316
C -4.0338 -0.8773 1.3834
C -3.6239 0.1887 -1.2515
H 0.3761 4.9902 -0.0158
H -0.7454 4.7922 2.2012
H 1.7895 -3.7510 -2.1763
H 2.3197 -2.0804 -1.8119
H 0.8471 -2.3566 -2.7732
H 1.7683 -4.8588 -0.0504
H 0.8100 -4.4348 1.3930
H 2.3109 -3.5462 1.0407
H -0.6201 -4.6807 -1.5662
H -1.7171 -3.2757 -1.4178
H -1.4168 -4.3198 -0.0101
H 3.8048 1.8495 2.1488
H 2.6580 1.5504 3.4875
H 2.0927 2.3225 1.9818
H 3.8451 -1.2851 3.3120
H 2.2846 -2.1256 3.0939
H 2.3748 -0.6498 4.1030
H 4.7551 -0.6763 1.3685
H 4.1372 0.4493 0.1108
H 3.7102 -1.2831 0.0393
H -4.0961 2.2438 0.4173
H -2.4094 2.4820 0.9690
H -3.6195 1.7596 2.0768
H -4.9744 -1.0065 0.8349
H -4.2255 -0.4020 2.3539
H -3.5891 -1.8666 1.5509
H -4.5137 0.8331 -1.2281
H -3.8994 -0.8295 -1.5555
H -2.8972 0.5821 -1.9761
C 0.1433 1.0474 -2.1890
C 0.6250 0.3644 -3.3392
C 0.1718 0.8103 -4.5846
C -0.7001 1.9068 -4.6917
C -1.0369 2.6197 -3.5195
C -0.5805 2.2181 -2.3047
O 0.1840 0.7085 -0.9888
H 0.5714 -1.3142 -0.8180
H 1.3332 -0.4524 -3.3141
H 0.4340 0.3207 -5.5201
H -1.1325 2.2440 -5.6486
H -1.6594 3.4813 -3.5682
H -0.7707 2.7261 -1.3602
O -0.7473 -0.3103 3.0334
H -0.6703 -1.0379 3.6915
H -1.2277 0.4222 3.4699
```

Output
**Calculated total energy**: -51236.69770 eV
**Strongest force on any atom**: 9.7 eV/Å
**LUMO (alpha / beta)**: -0.4002 / -0.4479 Eh
**Frontier orbital gap (alpha / beta)**: 6.5856 / 5.1789 eV
**Total charge**: +3
**Spin multiplicity**: 1
**Energy above the lowest of the compared OMol25 structures with the same formula, charge and spin**: 421.3 kJ/mol

These are the Mulliken partial charges, in e, on atoms 1 to 5:
1. Y 0.19
2. P 1.05
3. P 1.16
4. P 1.06
5. H 0.31

=====

Record 2
ORCA calculation (the ωB97M-V functional and the def2-TZVPD basis) on a single C3H6F2O molecule.

XYZ file:
```
12
C3H6F2O, DFT the ωB97M-V functional and the def2-TZVPD basis
C 1.7599 0.7439 -0.1499
O 0.6236 -0.0333 -0.5511
C -0.4504 -0.0814 0.2329
C -1.5073 -0.9997 -0.2002
F -1.1077 1.4229 0.0208
F -0.1988 -0.0394 1.5720
H 1.6754 1.8783 -0.0823
H 2.7019 0.5542 -0.8249
H 2.0929 0.4299 0.9347
H -1.4237 -2.0946 0.2571
H -1.6565 -1.1841 -1.2577
H -2.5094 -0.5967 0.0486
```

Output
**Calculated total energy**: -10689.61536 eV
**Strongest force on any atom**: 4.3 eV/Å
**LUMO**: 0.0339 Eh
**Frontier orbital gap**: 12.3553 eV
**Total charge**: 0
**Spin multiplicity**: 1
**Energy above the lowest of the compared OMol25 structures with the same formula, charge and spin**: 88.0 kJ/mol

These are the Mulliken partial charges, in e, on atoms 1 to 5:
1. C -0.68
2. O -0.31
3. C 1.18
4. C -1.21
5. F -0.45

=====

Record 3
ORCA calculation (the ωB97M-V functional and the def2-TZVPD basis) on C4H8O as an isolated structure.

XYZ file:
```
13
C4H8O, DFT the ωB97M-V functional and the def2-TZVPD basis
C -1.1514 -0.5573 0.7952
C -0.0399 0.1137 -0.3716
O -0.7532 0.3750 -1.5084
C 1.3651 -0.4176 -0.3431
C 1.0386 0.9243 0.2761
H -0.8190 -0.8495 1.8232
H -1.3666 -1.4642 0.2551
H -2.0669 0.0508 0.9083
H -0.9532 1.3190 -1.5392
H 1.6310 -1.2531 0.3050
H 1.8134 -0.4960 -1.3398
H 0.0294 0.5487 0.9442
H 1.4337 1.8745 -0.1325
```

Output
**Calculated total energy**: -6320.31412 eV
**Strongest force on any atom**: 4.9 eV/Å
**LUMO**: 0.0324 Eh
**Frontier orbital gap**: 9.3851 eV
**Total charge**: 0
**Spin multiplicity**: 1
**Energy above the lowest of the compared OMol25 structures with the same formula, charge and spin**: 468.3 kJ/mol

These are the Mulliken partial charges, in e, on atoms 1 to 5:
1. C -1.24
2. C 0.88
3. O -0.54
4. C -0.64
5. C -0.95

=====

Record 4
ORCA calculation (the ωB97M-V functional and the def2-TZVPD basis) on a single C6H9I molecule.

XYZ file:
```
16
C6H9I, DFT the ωB97M-V functional and the def2-TZVPD basis
C -0.9526 -0.7548 0.6933
C 0.8296 0.8047 -0.4117
C 0.3456 -0.4116 -0.1023
C -2.0712 -0.7429 -0.2739
C 0.2310 2.1098 -0.1579
C 1.1783 -1.6563 -0.3262
I -3.8098 0.2209 0.2879
H -0.8642 -1.8063 0.8204
H -0.9071 -0.1592 1.7325
H 1.7912 0.7305 -0.9109
H 0.5380 2.5815 0.7077
H -0.7581 1.8817 -0.1083
H 0.2777 2.9072 -0.8984
H 0.5560 -2.4584 -0.6242
H 1.7044 -1.7817 0.6177
H 1.9112 -1.4649 -1.0458
```

Output
**Calculated total energy**: -14463.80869 eV
**Strongest force on any atom**: 3.4 eV/Å
**LUMO**: -0.0220 Eh
**Frontier orbital gap**: 7.8362 eV
**Total charge**: 0
**Spin multiplicity**: 1
**Energy above the lowest of the compared OMol25 structures with the same formula, charge and spin**: 311.2 kJ/mol

These are the Mulliken partial charges, in e, on atoms 1 to 5:
1. C -0.53
2. C -0.09
3. C 0.71
4. C -0.44
5. C -1.17

=====

Record 5
ORCA calculation (the ωB97M-V functional and the def2-TZVPD basis) on a single C2H5B molecule.

XYZ file:
```
8
C2H5B, DFT the ωB97M-V functional and the def2-TZVPD basis
B -0.4893 0.0453 0.9856
C -0.5648 -0.1463 -0.5135
C 0.7599 0.1480 0.1606
H -0.9542 0.3814 2.0478
H -0.8829 -1.2092 -0.7887
H -0.8268 0.3070 -1.4701
H 0.9599 1.2293 -0.0589
H 1.6113 -0.5553 0.0066
```

Output
**Calculated total energy**: -2828.78490 eV
**Strongest force on any atom**: 3.1 eV/Å
**LUMO**: 0.0175 Eh
**Frontier orbital gap**: 10.4384 eV
**Total charge**: 0
**Spin multiplicity**: 1
**Energy above the lowest of the compared OMol25 structures with the same formula, charge and spin**: 95.6 kJ/mol

These are the Mulliken partial charges, in e, on atoms 1 to 5:
1. B 0.06
2. C -0.51
3. C -0.52
4. H -0.03
5. H 0.20

=====

Record 6
ORCA calculation (the ωB97M-V functional and the def2-TZVPD basis) on a 2-piece molecular cluster, C26H26BrO3S overall.

XYZ file:
```
57
C26H26BrO3S, DFT the ωB97M-V functional and the def2-TZVPD basis
C 2.5887 -3.1951 -2.0572
S 1.2844 -1.9072 -1.9813
C 0.7581 -2.0215 -3.7340
C 0.1536 -2.9296 -1.1753
C -0.9363 -2.5111 -0.3851
C -1.8472 -3.5837 0.1509
C -2.1712 -4.7498 -0.5488
C -3.0372 -5.6937 0.0064
C -3.6484 -5.4222 1.2414
Br -4.8415 -6.6709 2.0281
C -3.3668 -4.2353 1.9325
C -2.4698 -3.3266 1.3825
O -1.2288 -1.3193 -0.1124
H 3.4915 -2.7910 -2.5191
H 2.8175 -3.4927 -1.0268
H 2.2073 -4.0453 -2.6315
H 1.5050 -1.5233 -4.3661
H 0.6718 -3.0791 -4.0128
H -0.2025 -1.5120 -3.8575
H 0.2971 -4.0065 -1.2792
H -1.7500 -4.9229 -1.5396
H -3.2206 -6.6329 -0.5202
H -3.8410 -4.0542 2.8961
H -2.2507 -2.4023 1.9078
C 1.0096 2.5002 6.3844
O 0.1580 1.5228 5.7452
C 0.3521 1.3632 4.4056
C -0.4145 0.3652 3.7490
C -0.2710 0.1535 2.4018
C 0.4909 1.0479 1.5997
C 0.4082 1.0240 0.1752
C 0.3999 2.1863 -0.6188
C 0.4240 2.0539 -2.0478
C 0.5028 3.1887 -2.8235
C 0.6226 4.4696 -2.2021
O 0.8232 5.4942 -3.0691
C 0.8837 4.9154 -4.4220
C 0.5405 3.4271 -4.3087
C 0.4976 4.6491 -0.8192
C 0.3317 3.5189 -0.0582
C 1.2864 2.0133 2.2793
C 1.2176 2.1847 3.6438
H 0.8661 2.3478 7.4560
H 2.0535 2.3161 6.1001
H 0.7146 3.5252 6.1143
H -1.1008 -0.2200 4.3621
H -0.8208 -0.6426 1.9172
H 0.2913 0.0645 -0.3429
H 0.3662 1.0524 -2.5012
H 0.1810 5.4757 -5.0513
H 1.9011 5.0765 -4.7894
H 1.2869 2.8031 -4.8091
H -0.4546 3.2381 -4.7471
H 0.5269 5.6506 -0.3996
H 0.1669 3.6662 1.0174
H 1.9676 2.6552 1.7137
H 1.8275 2.9412 4.1464
```

Output
**Calculated total energy**: -114395.32781 eV
**Strongest force on any atom**: 2.2 eV/Å
**LUMO**: -0.1674 Eh
**Frontier orbital gap**: 5.8444 eV
**Total charge**: +1
**Spin multiplicity**: 1

These are the Mulliken partial charges, in e, on atoms 1 to 5:
1. C -1.19
2. S 0.50
3. C -1.11
4. C -1.06
5. C 0.96

=====

Record 7
ORCA calculation (the ωB97M-V functional and the def2-TZVPD basis) on C30H55N4O2P2W as an isolated structure.

XYZ file:
```
94
C30H55N4O2P2W, DFT the ωB97M-V functional and the def2-TZVPD basis
C 1.3860 0.2610 -2.4976
C 1.0389 -1.8016 -1.3784
C 1.9536 -0.4250 -3.5671
C 1.8356 -2.4712 -2.3274
C 2.2229 -1.7854 -3.4557
H 2.2140 0.1542 -4.4572
H 2.0313 -3.5281 -2.1695
H 2.7171 -2.3199 -4.2644
N 0.9476 -0.4058 -1.3998
P 0.8726 2.4042 -0.7959
P -1.2159 -1.6846 0.3111
C 1.1850 1.7601 -2.4908
H 2.0675 2.2665 -2.9261
H 0.3277 2.0344 -3.1326
C -1.3155 1.4237 1.2313
O -2.1183 2.0795 1.9187
C 0.3116 -2.3832 -0.2561
H 0.5873 -3.4795 -0.0121
C -1.6191 -2.4261 2.0571
C -2.2535 -2.4326 -1.0399
C 2.5795 2.7716 -0.0678
C -0.1897 3.9184 -1.0933
C -1.3490 -1.3708 3.1340
H -1.9872 -0.4830 3.0128
H -1.5847 -1.8182 4.1155
H -0.3003 -1.0444 3.1682
C -3.1086 -2.7956 2.1436
H -3.7434 -1.9331 1.9101
H -3.3773 -3.6407 1.5022
H -3.3286 -3.0980 3.1768
C -0.7446 -3.6453 2.3300
H -1.0632 -4.1023 3.2841
H -0.8418 -4.4286 1.5641
H 0.3139 -3.3567 2.4126
C -3.7098 -2.0097 -0.8548
H -3.7891 -0.9286 -0.6530
H -4.2305 -2.2301 -1.7944
H -4.2113 -2.5603 -0.0563
C -1.7805 -1.8996 -2.3924
H -1.8026 -0.8001 -2.4331
H -0.7755 -2.2418 -2.6655
H -2.4718 -2.2839 -3.1587
C -2.0750 -3.9563 -0.9942
H -1.0239 -4.2783 -1.0015
H -2.5673 -4.4239 -0.1290
H -2.5302 -4.3697 -1.9072
C -0.3545 4.6877 0.2270
H -0.9778 5.5725 0.0258
H -0.8652 4.0787 0.9847
H 0.5990 5.0400 0.6389
C -1.5650 3.4385 -1.5724
H -1.5039 2.8198 -2.4795
H -2.1008 2.8631 -0.8013
H -2.1766 4.3268 -1.8120
C 0.4188 4.8305 -2.1757
H 0.6052 4.2924 -3.1130
H -0.3092 5.6270 -2.3857
H 1.3464 5.3127 -1.8547
C 3.5581 1.6508 -0.4519
H 3.7363 1.6020 -1.5339
H 4.5245 1.8495 0.0402
H 3.2132 0.6646 -0.1072
C 2.4355 2.7970 1.4658
H 2.1480 1.8122 1.8632
H 3.4141 3.0622 1.8948
H 1.6943 3.5326 1.8044
C 3.1460 4.1109 -0.5699
H 3.2226 4.1389 -1.6648
H 2.5716 4.9746 -0.2133
H 4.1651 4.2159 -0.1669
W 0.0473 0.4065 0.3332
N 1.5286 -0.3631 1.4993
C 1.7726 -1.5534 1.4706
C 3.0100 -2.4247 1.8905
C 2.9112 -3.8648 1.3733
C 4.2012 -1.7474 1.2398
C 2.9217 -2.3173 3.3614
H 2.0153 -4.3935 1.7107
H 2.9575 -3.9296 0.2754
H 3.7788 -4.4047 1.7663
H 4.2344 -0.6936 1.5298
H 5.1167 -2.2399 1.5613
H 4.1367 -1.8025 0.1395
H 3.7707 -2.8119 3.8454
H 2.9034 -1.2424 3.6356
H 1.9716 -2.7567 3.7287
N -5.8457 2.1819 -0.9021
C -4.8464 1.9695 0.0086
N -4.7219 2.9323 0.9632
O -4.0254 1.0112 -0.0927
H -6.6051 2.8037 -0.6323
H -6.0744 1.4014 -1.4886
H -4.0771 2.7548 1.7193
H -5.5115 3.5519 1.1206
```

Output
**Calculated total energy**: -62434.11437 eV
**Strongest force on any atom**: 9.9 eV/Å
**LUMO (alpha / beta)**: -0.4072 / -0.4202 Eh
**Frontier orbital gap (alpha / beta)**: 5.6724 / 5.3203 eV
**Total charge**: +3
**Spin multiplicity**: 3
**Energy above the lowest of the compared OMol25 structures with the same formula, charge and spin**: 0.0 kJ/mol

These are the Mulliken partial charges, in e, on atoms 1 to 5:
1. C 0.28
2. C 0.09
3. C -0.69
4. C -0.48
5. C -1.13

=====

Record 8
ORCA calculation (the ωB97M-V functional and the def2-TZVPD basis) on a 3-piece molecular cluster, C4H14N2O2 overall.

XYZ file:
```
22
C4H14N2O2, DFT the ωB97M-V functional and the def2-TZVPD basis
H 1.3198 3.9691 -1.6540
N 1.2246 3.1795 -1.0242
C 1.3952 2.0427 -1.5651
N 1.2377 0.9121 -0.8068
C 1.1255 -0.3948 -1.4313
C 1.4669 -1.5254 -0.4363
C 2.9388 -1.9736 -0.5551
H 1.7928 1.8330 -2.5567
H 0.8250 1.0276 0.1033
H 1.7139 -0.5180 -2.3362
H 0.0829 -0.5345 -1.7641
H 1.3672 -1.0858 0.5560
H 0.7588 -2.3469 -0.5000
H 3.5012 -1.4720 -1.3428
H 3.4466 -1.6492 0.3591
H 3.1413 -3.0414 -0.6159
O -2.5672 1.9928 4.4983
H -2.2232 1.8849 3.6127
H -1.9029 2.0832 5.1790
O -7.1110 -1.6543 1.0557
H -6.2940 -1.1377 1.1145
H -7.2397 -1.5915 0.1100
```

Output
**Calculated total energy**: -11449.46178 eV
**Strongest force on any atom**: 1.7 eV/Å
**LUMO**: 0.0211 Eh
**Frontier orbital gap**: 9.3895 eV
**Total charge**: 0
**Spin multiplicity**: 1
**Energy above the lowest of the compared OMol25 structures with the same formula, charge and spin**: 118.5 kJ/mol

These are the Mulliken partial charges, in e, on atoms 1 to 5:
1. H 0.24
2. N -0.67
3. C 0.08
4. N -0.26
5. C -0.65